1.
Molecular formula: C3H13O5
Method: DFT, ωB97M-V with the def2-TZVPD basis set

```
21
C3H13O5 ωB97M-V with the def2-TZVPD basis set
H 0.10 1.20 0.15
H -2.31 -0.97 -0.88
O -0.20 1.64 -2.63
C 1.20 0.15 1.57
C 0.61 1.46 1.08
H 0.55 -0.92 -2.73
O -0.21 -0.82 -2.15
O 0.74 -1.60 0.03
H 0.22 -1.32 -0.87
H -1.33 -2.04 -1.31
H -0.73 -0.60 1.14
H -0.37 1.99 -1.75
H 2.14 -0.19 1.08
H 0.22 -1.87 1.88
C 0.30 -1.00 1.22
H 1.68 0.31 2.56
O -2.25 -1.93 -0.94
O -0.24 1.98 2.10
H -0.36 0.59 -2.45
H -1.15 1.71 1.97
H 1.40 2.22 0.92
```

As for the multiplicity: 1. Its HOMO energy is -5.18 eV. Its relative energy (zero: lowest compared OMol25 entry of this formula, charge and spin) is 77.4 kJ/mol. For the total energy, the calculation gives -13559.65604 eV. The net charge is -1. The LUMO energy comes out at 3.5 eV.

From a Löwdin analysis of the wavefunction, the atomic charges in e read: atom 1 (H): 0.0984, atom 2 (H): 0.0072, atom 3 (O): -0.2002, atom 4 (C): -0.1967, atom 5 (C): -0.2599, atom 6 (H): -0.0012, atom 7 (O): -0.3321, atom 8 (O): -0.1671, atom 9 (H): 0.0112, atom 10 (H): 0.0104, atom 11 (H): 0.1049, atom 12 (H): -0.0439, atom 13 (H): 0.1149, atom 14 (H): 0.1058, atom 15 (C): -0.3347, atom 16 (H): 0.1112, atom 17 (O): -0.1145, atom 18 (O): -0.0813, atom 19 (H): -0.0233, atom 20 (H): 0.0708, atom 21 (H): 0.1200

2.
Molecular formula: C3H14BeF6NO10S2
Method: DFT, ωB97M-V with the def2-TZVPD basis set

```
37
C3H14BeF6NO10S2 ωB97M-V with the def2-TZVPD basis set
H -1.59 -2.93 -0.67
Be -0.26 -0.32 0.31
H -3.32 -1.07 0.70
C -1.06 1.20 -2.94
O 1.29 1.30 2.13
F -1.55 0.20 -2.17
F -1.33 1.01 -4.21
H 1.35 1.36 3.09
H -3.28 0.04 -0.34
O 1.55 1.09 -3.70
O -1.14 1.90 0.19
H 2.21 1.17 1.83
F -1.79 2.27 -2.60
H 0.52 -2.74 2.24
F 2.60 -1.97 -0.86
S 2.61 0.63 -1.06
H -2.07 2.13 0.25
H -0.72 -2.75 -1.91
F 4.48 -1.14 -1.63
F 2.74 -1.33 -2.90
C -2.32 -0.30 3.43
H 1.81 -2.01 1.84
O -1.15 -0.15 2.62
O 2.92 0.55 0.35
O -0.83 -2.45 -1.00
H -0.67 2.68 0.51
N 0.93 0.48 -1.32
H -0.39 -0.27 3.19
O 0.86 -2.03 1.67
O 3.40 1.64 -1.66
H -3.15 -0.49 2.76
O -2.72 -0.57 0.15
O 0.90 2.86 -2.16
S 0.78 1.50 -2.57
C 3.17 -1.06 -1.67
H -2.20 -1.09 4.17
H -2.59 0.64 3.93
```

As for the multiplicity: 1. Its HOMO energy is -13.42 eV. Its relative energy (zero: lowest compared OMol25 entry of this formula, charge and spin) is 0.0 kJ/mol. For the total energy, the calculation gives -63670.83243 eV. The net charge is +1. The LUMO energy comes out at -4.6 eV.

From a Löwdin analysis of the wavefunction, the atomic charges in e read: atom 1 (H): 0.0583, atom 2 (Be): 0.9118, atom 3 (H): 0.0699, atom 4 (C): -0.6181, atom 5 (O): -0.0678, atom 6 (F): 0.0688, atom 7 (F): 0.1798, atom 8 (H): 0.0590, atom 9 (H): 0.0776, atom 10 (O): -0.2356, atom 11 (O): -0.0299, atom 12 (H): 0.0146, atom 13 (F): 0.1204, atom 14 (H): 0.0793, atom 15 (F): 0.1125, atom 16 (S): 0.6754, atom 17 (H): 0.0732, atom 18 (H): 0.0797, atom 19 (F): 0.1897, atom 20 (F): 0.1593, atom 21 (C): -0.0835, atom 22 (H): 0.0785, atom 23 (O): -0.1648, atom 24 (O): -0.3090, atom 25 (O): -0.0352, atom 26 (H): 0.0896, atom 27 (N): -0.2911, atom 28 (H): 0.0658, atom 29 (O): -0.0178, atom 30 (O): -0.2076, atom 31 (H): 0.0662, atom 32 (O): -0.0321, atom 33 (O): -0.2412, atom 34 (S): 0.5830, atom 35 (C): -0.6720, atom 36 (H): 0.0973, atom 37 (H): 0.0961

3.
Molecular formula: C3H14IrNOS
Method: DFT, ωB97M-V with the def2-TZVPD basis set

```
21
C3H14IrNOS ωB97M-V with the def2-TZVPD basis set
H -1.68 1.07 0.98
H 0.70 3.03 -1.32
C -2.11 -2.08 -1.81
H 2.26 1.37 2.00
H -1.77 -1.46 -0.97
O 2.42 0.13 -0.38
H 2.06 -2.21 0.65
N -0.28 2.83 -1.07
S 1.16 0.08 0.36
H -0.72 3.73 -0.81
H 0.34 -2.24 0.13
C 1.40 0.71 1.97
Ir -0.22 1.61 0.65
C 1.06 -1.78 0.81
H -2.05 -1.58 -2.74
H 1.42 -0.05 2.73
H -3.15 -2.25 -1.50
H -1.39 -2.92 -1.75
H -0.70 2.52 -1.97
H 0.85 -1.82 1.88
H 0.41 1.31 2.18
```

As for the multiplicity: 6. Its HOMO energy (spin up / spin down) is -9.32 / -15.02 eV. Its relative energy (zero: lowest compared OMol25 entry of this formula, charge and spin) is 133.6 kJ/mol. For the total energy, the calculation gives -20532.02034 eV. The net charge is +1. The LUMO energy (spin up / spin down) comes out at -3.1 / -8.1 eV. As for the expectation value of S²: 8.765.

From a Löwdin analysis of the wavefunction, the atomic charges in e read: atom 1 (H): -0.1055, atom 2 (H): 0.0709, atom 3 (C): -0.0347, atom 4 (H): 0.0870, atom 5 (H): -0.0218, atom 6 (O): -0.4192, atom 7 (H): 0.0735, atom 8 (N): -0.1490, atom 9 (S): 0.5018, atom 10 (H): 0.0702, atom 11 (H): 0.0423, atom 12 (C): -0.3986, atom 13 (Ir): 1.1787, atom 14 (C): -0.1001, atom 15 (H): 0.0003, atom 16 (H): 0.0760, atom 17 (H): 0.0382, atom 18 (H): 0.0333, atom 19 (H): 0.0865, atom 20 (H): 0.0575, atom 21 (H): -0.0874